The following is a DFT calculation (the ωB97M-V functional and the def2-TZVPD basis) of a structure of composition C19H12BiN5O7S2.

## Properties
- Charge: -2
- Gap between HOMO and LUMO: 6.13 eV
- HOMO level: -0.06541 Eh
- Energy relative to the best compared isomer or geometry (same formula, charge and spin): 277.4 kJ/mol

XYZ file:
```
46
C19H12BiN5O7S2 the ωB97M-V functional and the def2-TZVPD basis
Bi 1.62 -0.07 0.53
N -1.64 2.93 -0.04
C -1.60 2.67 1.40
C -0.33 1.90 1.78
O 0.68 2.60 2.05
N -0.26 0.57 1.70
C -1.39 -0.24 1.30
C -1.33 -0.53 -0.19
O -2.33 -0.79 -0.83
O -0.13 -0.43 -0.73
H -0.76 3.35 -0.33
H -1.73 2.07 -0.56
H -2.51 2.15 1.68
H -1.57 3.62 1.93
H -2.37 0.19 1.53
H -1.33 -1.20 1.83
O 1.62 4.14 1.32
C 2.49 3.25 0.78
O 3.31 2.66 1.41
C 2.26 3.03 -0.70
C 1.66 3.96 -1.53
C 1.40 3.58 -2.85
C 1.69 2.29 -3.25
C 2.25 1.42 -2.32
N 2.56 1.81 -1.09
C 2.48 -0.05 -2.64
O 2.65 -0.34 -3.82
O 2.44 -0.80 -1.62
H 1.40 3.76 2.19
H 1.42 4.95 -1.16
H 0.96 4.28 -3.55
H 1.47 1.91 -4.24
S -0.06 -3.23 3.99
C -0.42 -3.61 2.36
C -1.59 -4.36 2.05
C -1.95 -4.70 0.76
C -3.13 -5.51 0.57
N -4.07 -6.17 0.45
C -1.16 -4.30 -0.33
C -0.01 -3.57 -0.07
C 0.37 -3.23 1.23
S 1.92 -2.39 1.45
C -1.52 -4.67 -1.67
N -1.82 -4.98 -2.74
H -2.22 -4.66 2.87
H 0.62 -3.26 -0.90
```

=====

The following is a DFT calculation (the ωB97M-V functional and the def2-TZVPD basis) of a structure of composition CH4N2S3.

## Properties
- Gap between HOMO and LUMO: 8.67 eV
- HOMO level: -0.32484 Eh
- Energy relative to the best compared isomer or geometry (same formula, charge and spin): 224.3 kJ/mol

XYZ file:
```
10
CH4N2S3 the ωB97M-V functional and the def2-TZVPD basis
C -0.77 -0.01 -0.17
H 1.56 -2.53 -0.79
H -0.20 -1.46 1.18
H -0.99 1.53 -1.36
H 0.23 1.60 1.68
N 0.27 -0.78 0.49
N -0.20 1.04 -0.84
S 1.78 -1.05 -0.22
S -2.34 -0.41 -0.06
S 0.67 2.07 0.09
```

=====

The following is a DFT calculation (the ωB97M-V functional and the def2-TZVPD basis) of a cluster of 2 separate species, C8H11FO in total.

## Properties
- Gap between HOMO and LUMO (alpha / beta): 8.04 / 8.04 eV
- HOMO level (alpha / beta): -0.32536 / -0.32534 Eh
- Energy relative to the best compared isomer or geometry (same formula, charge and spin): 307.5 kJ/mol

XYZ file:
```
21
C8H11FO the ωB97M-V functional and the def2-TZVPD basis
C -1.25 1.80 0.41
C -2.18 1.25 -0.50
C -0.19 1.12 0.82
C -2.02 0.03 -1.10
C 0.16 -0.15 0.20
C -0.98 -0.79 -0.58
C 0.81 -1.23 1.12
C 1.24 0.29 -0.89
O -0.79 -2.06 -1.02
F -2.09 -1.06 1.33
H -1.44 2.75 0.95
H -3.08 1.67 -0.63
H 0.47 1.65 1.54
H -2.77 -0.43 -1.64
H 1.27 -2.13 0.61
H 0.04 -1.69 1.63
H 1.48 -0.78 1.79
H 1.56 -0.55 -1.53
H 2.25 0.49 -0.33
H 1.04 1.08 -1.60
H -0.41 -2.49 -0.24
```

=====

The following is a DFT calculation (the ωB97M-V functional and the def2-TZVPD basis) of a structure of composition C25H57AsBr3F6N8O8.

## Properties
- Charge: -1
- Gap between HOMO and LUMO: 8.47 eV
- HOMO level: -0.25118 Eh
- Energy relative to the best compared isomer or geometry (same formula, charge and spin): 0.0 kJ/mol

XYZ file:
```
108
C25H57AsBr3F6N8O8 the ωB97M-V functional and the def2-TZVPD basis
As -0.18 -0.54 -0.40
F 0.41 -0.11 1.14
F 1.16 -1.61 -0.58
F -0.77 -1.00 -1.91
F -1.59 0.40 -0.14
F 0.71 0.73 -1.08
F -1.01 -1.87 0.33
C -3.51 1.99 4.65
C -2.52 3.08 5.02
O -2.90 4.17 5.48
N -1.23 2.87 4.72
C -0.69 1.70 4.08
H -4.52 2.37 4.80
H -3.44 1.14 5.34
H -3.37 1.67 3.63
H -0.61 3.66 4.88
H -0.82 0.83 4.74
H 0.38 1.86 4.02
H -1.17 1.51 3.13
C 1.36 3.00 -3.86
C 2.20 2.82 -5.10
O 2.54 1.73 -5.50
N 2.50 3.97 -5.77
C 3.15 3.99 -7.05
H 0.39 3.35 -4.22
H 1.76 3.77 -3.20
H 1.23 2.05 -3.37
H 2.29 4.85 -5.36
H 3.52 3.01 -7.30
H 3.97 4.72 -7.05
H 2.46 4.28 -7.84
C -1.09 6.75 3.47
C -0.12 5.66 3.07
O 0.47 4.98 3.92
N -0.02 5.40 1.73
C 0.85 4.36 1.23
H -0.99 7.58 2.76
H -0.83 7.11 4.45
H -2.12 6.42 3.44
H -0.79 5.71 1.14
H 1.87 4.51 1.56
H 0.82 4.36 0.14
H 0.51 3.38 1.59
C 0.76 -3.88 6.77
C 0.57 -3.94 5.28
O 0.32 -4.98 4.70
N 0.65 -2.74 4.64
C 0.35 -2.56 3.24
H 0.42 -4.81 7.22
H 0.15 -3.09 7.20
H 1.80 -3.69 7.04
H 0.76 -1.93 5.22
H -0.74 -2.48 3.13
H 0.70 -3.39 2.65
H 0.84 -1.64 2.93
C 4.38 -0.79 -6.55
C 3.72 -1.58 -5.44
O 4.20 -2.65 -5.09
N 2.54 -1.10 -4.94
C 1.89 -1.71 -3.80
H 3.72 -0.02 -6.95
H 4.78 -1.48 -7.27
H 5.19 -0.20 -6.09
H 2.22 -0.19 -5.24
H 1.27 -0.93 -3.36
H 2.67 -1.97 -3.09
H 1.25 -2.55 -4.05
C 3.49 -3.55 1.56
C 3.35 -4.50 0.36
O 4.02 -5.50 0.27
N 2.57 -4.06 -0.66
C 2.40 -4.82 -1.88
H 3.15 -4.12 2.43
H 2.81 -2.70 1.50
H 4.53 -3.25 1.67
H 1.98 -3.26 -0.51
H 2.27 -5.88 -1.69
H 3.28 -4.71 -2.52
H 1.59 -4.36 -2.44
C -3.22 3.02 0.87
C -3.42 3.65 -0.51
O -3.72 4.86 -0.66
N -3.30 2.80 -1.57
C -3.44 3.25 -2.92
H -3.37 3.79 1.62
H -2.23 2.59 0.88
H -4.00 2.27 0.98
H -2.92 1.88 -1.41
H -4.42 2.98 -3.33
H -2.66 2.78 -3.50
H -3.33 4.33 -2.92
C -0.56 -5.64 0.57
C -1.31 -5.55 -0.72
O -1.27 -6.44 -1.55
N -1.92 -4.38 -0.94
C -2.71 -4.07 -2.09
H -0.08 -6.60 0.73
H -1.20 -5.39 1.42
H 0.24 -4.89 0.52
H -1.89 -3.64 -0.26
H -3.25 -4.99 -2.31
H -2.13 -3.72 -2.93
H -3.51 -3.36 -1.85
C -3.98 -0.96 2.16
Br -4.21 -2.22 0.71
Br -3.84 -1.86 3.85
Br -5.41 0.34 2.20
H -3.04 -0.46 2.00
```

=====

The following is a DFT calculation (the ωB97M-V functional and the def2-TZVPD basis) of a cluster of 9 separate species, H19O9 in total.

## Properties
- Charge: +1
- Gap between HOMO and LUMO: 9.87 eV
- HOMO level: -0.49253 Eh
- Energy relative to the best compared isomer or geometry (same formula, charge and spin): 222.6 kJ/mol

XYZ file:
```
28
H19O9 the ωB97M-V functional and the def2-TZVPD basis
O 1.02 -0.47 -0.50
H 0.53 0.33 -0.80
H 1.72 -0.16 0.15
H 0.36 -1.13 -0.16
O 0.67 -2.21 1.53
H 1.31 -2.62 2.13
H -0.07 -2.83 1.52
O -1.11 0.27 -4.20
H -1.07 -0.66 -4.35
H -0.75 0.41 -3.29
O 2.75 -0.10 1.56
H 3.31 -0.47 2.21
H 2.89 0.86 1.62
O -0.88 1.28 -1.73
H -0.55 2.19 -1.87
H -1.65 1.43 -1.30
O -2.19 -0.43 1.56
H -1.78 -1.16 1.09
H -2.60 -0.93 2.28
O -0.14 1.40 1.62
H -0.89 0.77 1.75
H 0.32 1.48 2.47
O -1.35 -1.66 -0.92
H -2.22 -1.30 -1.05
H -1.40 -2.48 -0.36
O 1.53 2.42 -0.42
H 1.27 3.18 -0.88
H 0.97 2.58 0.33
```

=====

The following is a DFT calculation (the ωB97M-V functional and the def2-TZVPD basis) of a structure of composition C9H16N2O5S.

## Properties
- Gap between HOMO and LUMO: 9.17 eV
- HOMO level: -0.32453 Eh
- Energy relative to the best compared isomer or geometry (same formula, charge and spin): 512.6 kJ/mol

XYZ file:
```
33
C9H16N2O5S the ωB97M-V functional and the def2-TZVPD basis
C -1.18 0.62 3.44
C -1.80 0.05 1.15
C -1.48 0.04 -0.31
C -0.61 0.75 -2.39
C 0.58 1.70 -2.75
C 2.41 1.11 -1.37
C 3.11 -0.27 -1.41
C 3.15 -0.53 1.01
C 2.01 -1.57 1.16
H -0.32 1.08 3.93
H -1.12 -0.42 3.73
H -2.14 1.26 3.57
H -0.75 -0.27 -2.78
H -1.65 1.14 -2.43
H 0.48 1.95 -3.83
H 0.57 2.62 -2.09
H 3.09 1.94 -1.17
H 1.59 1.10 -0.57
H 3.79 -0.29 -2.29
H 2.20 -0.81 -1.63
H 4.01 -0.81 1.67
H 2.83 0.49 1.29
H 1.31 -1.59 0.25
H 2.36 -2.55 1.23
H 0.80 -0.42 2.14
N -3.06 -0.34 1.49
N -2.57 -0.35 -1.04
O -0.85 0.59 2.02
O -0.37 0.51 -0.91
O 1.83 1.08 -2.68
O 3.80 -0.62 -0.26
O 1.24 -1.30 2.37
S -3.75 -0.82 0.03
```

=====

The following is a DFT calculation (the ωB97M-V functional and the def2-TZVPD basis) of an isolated molecule of C25H26ClN3O2.

## Properties
- Gap between HOMO and LUMO: 7.51 eV
- HOMO level: -0.27339 Eh
- Energy relative to the best compared isomer or geometry (same formula, charge and spin): 16.7 kJ/mol

XYZ file:
```
57
C25H26ClN3O2 the ωB97M-V functional and the def2-TZVPD basis
C 2.33 1.43 2.45
O 1.33 0.58 2.97
C 0.04 0.80 2.59
C -0.41 1.91 1.88
C -1.73 2.01 1.49
C -2.66 1.02 1.81
N -4.02 1.05 1.43
C -4.56 2.23 0.78
C -4.48 2.11 -0.76
N -3.47 1.14 -1.13
C -2.29 1.57 -1.64
O -2.11 2.74 -1.93
C -1.21 0.55 -1.83
C -1.39 -0.61 -2.61
C -0.36 -1.50 -2.76
C 0.88 -1.28 -2.14
C 1.98 -2.17 -2.22
Cl 1.81 -3.65 -3.10
C 3.16 -1.86 -1.60
C 3.24 -0.63 -0.90
N 2.25 0.21 -0.80
C 1.08 -0.09 -1.40
C 0.01 0.82 -1.27
C 4.55 -0.33 -0.24
C 4.96 -1.53 0.63
C 4.87 -2.87 -0.12
C 4.39 -2.71 -1.57
C -3.74 -0.20 -0.66
C -4.46 -0.13 0.71
C -2.21 -0.05 2.58
C -0.89 -0.17 2.96
H 2.32 1.41 1.36
H 3.27 1.03 2.82
H 2.21 2.46 2.81
H 0.27 2.70 1.60
H -2.01 2.87 0.90
H -4.04 3.11 1.14
H -5.61 2.31 1.08
H -5.44 1.80 -1.18
H -4.19 3.06 -1.22
H -2.34 -0.79 -3.09
H -0.50 -2.39 -3.36
H 0.17 1.73 -0.72
H 4.47 0.57 0.35
H 5.30 -0.17 -1.02
H 5.98 -1.36 0.99
H 4.31 -1.55 1.50
H 4.18 -3.53 0.40
H 5.84 -3.36 -0.13
H 5.17 -2.23 -2.17
H 4.20 -3.69 -2.01
H -4.37 -0.74 -1.38
H -2.80 -0.74 -0.54
H -4.26 -1.03 1.28
H -5.54 -0.04 0.57
H -2.91 -0.81 2.90
H -0.56 -1.01 3.54
```

=====

The following is a DFT calculation (the ωB97M-V functional and the def2-TZVPD basis) of a structure of composition C31H31N3O2SiTaTe.

## Properties
- Charge: +3
- Gap between HOMO and LUMO: 6.04 eV
- HOMO level: -0.62113 Eh
- Energy relative to the best compared isomer or geometry (same formula, charge and spin): 94.4 kJ/mol

XYZ file:
```
70
C31H31N3O2SiTaTe the ωB97M-V functional and the def2-TZVPD basis
Ta -0.28 0.34 0.22
C -3.21 -2.35 0.11
C -3.21 -1.20 1.06
C -4.27 -0.94 1.91
C -4.21 0.14 2.79
C -3.12 1.00 2.81
C -2.11 0.72 1.93
N -2.14 -0.37 1.08
N -0.89 1.42 1.70
Si -0.15 2.87 2.64
C -1.30 4.30 2.60
C 1.36 3.10 1.59
C 0.25 2.19 4.30
H -3.76 -3.19 0.53
H -2.20 -2.68 -0.13
H -3.72 -2.07 -0.82
H -5.13 -1.59 1.90
H -5.03 0.31 3.47
H -3.06 1.84 3.48
H -1.49 4.66 1.59
H -0.84 5.11 3.17
H -2.27 4.09 3.07
H 1.12 3.27 0.54
H 2.03 2.24 1.67
H 1.93 3.98 1.92
H -0.61 2.18 4.97
H 1.01 2.83 4.77
H 0.66 1.18 4.24
O 3.39 0.77 -1.45
C 2.58 0.35 -0.73
O 1.23 0.77 -0.72
C 2.63 -0.68 0.35
C 3.81 -1.30 0.68
C 3.79 -2.24 1.69
C 2.60 -2.52 2.36
C 2.53 -3.47 3.42
C 1.36 -3.71 4.06
C 0.19 -3.00 3.69
C 0.21 -2.09 2.67
C 1.41 -1.83 1.98
N 1.45 -0.92 0.96
H 4.71 -1.04 0.14
H 4.70 -2.76 1.98
H 3.44 -4.00 3.70
H 1.31 -4.44 4.86
H -0.74 -3.20 4.22
H -0.69 -1.55 2.40
Te -0.95 -0.72 -2.43
C -1.54 0.81 -3.72
C -2.47 0.46 -4.69
C -2.79 1.40 -5.66
C -2.19 2.65 -5.64
C -1.28 2.99 -4.65
C -0.95 2.07 -3.67
C 0.97 -1.12 -3.13
C 1.56 -2.30 -2.67
C 2.84 -2.62 -3.11
C 3.52 -1.76 -3.96
C 2.91 -0.59 -4.41
C 1.63 -0.26 -4.00
H -2.93 -0.52 -4.71
H -3.50 1.15 -6.44
H -2.43 3.37 -6.41
H -0.83 3.97 -4.63
H -0.24 2.33 -2.89
H 1.02 -2.98 -2.02
H 3.29 -3.55 -2.79
H 4.52 -2.01 -4.29
H 3.45 0.07 -5.07
H 1.16 0.65 -4.36
```

=====

The highest energy relative to the best compared isomer or geometry (same formula, charge and spin) belongs to which entry?
C9H16N2O5S

=====

energy relative to the best compared isomer or geometry (same formula, charge and spin) of number 8 (C31H31N3O2SiTaTe)?
94.4 kJ/mol